Entry 1:
{"formula": "C39H34BiBrN7OS3", "method": "ωB97M-V/def2-TZVPD", "charge": -1, "lumo_energy_ev": 1.5, "homo_lumo_gap_ev": 6.43, "homo_energy_ev": -4.88, "elements": ["Bi", "Br", "C", "C", "C", "C", "O", "C", "C", "N", "C", "C", "C", "C", "C", "C", "C", "C", "N", "C", "C", "H", "H", "H", "H", "H", "H", "H", "H", "H", "H", "C", "C", "N", "C", "C", "S", "C", "C", "N", "H", "H", "H", "H", "H", "H", "H", "H", "H", "H", "H", "H", "H", "H", "S", "C", "S", "C", "C", "N", "C", "N", "N", "C", "C", "C", "C", "C", "C", "C", "C", "C", "C", "C", "C", "C", "H", "H", "H", "H", "H", "H", "H", "H", "H", "H"], "coordinates": [[-0.9210, 0.0194, -0.0206], [2.1467, -6.7540, 2.8524], [1.1325, -5.2473, 2.1265], [0.0155, -4.7664, 2.9233], [-0.5883, -3.6272, 2.5353], [-0.1870, -2.8894, 1.3971], [-0.8468, -1.8076, 1.1498], [0.8136, -3.4023, 0.5676], [1.1255, -2.8790, -0.6895], [0.7640, -1.7489, -1.2041], [1.0941, -1.3543, -2.4972], [2.3338, -0.8594, -2.8774], [2.5130, -0.1507, -4.0939], [1.4576, 0.0580, -4.9737], [0.1577, -0.4490, -4.6085], [-1.0005, -0.2818, -5.4219], [-2.1869, -0.8185, -4.9953], [-2.2429, -1.3898, -3.7484], [-1.2037, -1.5600, -2.9227], [0.0021, -1.1374, -3.3832], [1.4691, -4.5831, 0.9715], [-0.3286, -5.3386, 3.7851], [-1.4864, -3.3064, 3.0178], [1.7421, -3.5678, -1.3048], [3.1106, -0.8711, -2.1448], [3.5097, 0.2198, -4.3354], [1.5847, 0.6126, -5.9295], [-0.9346, 0.2510, -6.3478], [-3.1182, -0.7445, -5.5704], [-3.1893, -1.5748, -3.2317], [2.2634, -4.9782, 0.3680], [-2.7837, 1.9481, -2.9376], [-3.5818, 2.9020, -2.1045], [-3.3911, 2.7508, -0.6633], [-3.2612, 3.9536, 0.0943], [-1.8242, 4.5305, -0.1848], [-0.4181, 3.4111, 0.0431], [0.3574, 3.2914, -1.6642], [-0.5862, 3.0505, -2.8366], [-1.4019, 1.8845, -2.5651], [-3.1776, 0.9264, -2.8594], [-2.8926, 2.3071, -4.0149], [-3.1446, 3.8902, -2.3735], [-4.6717, 2.8230, -2.4304], [-3.9371, 2.0272, -0.3049], [-3.9863, 4.6972, -0.2424], [-3.4227, 3.9029, 1.1662], [-1.7757, 4.9270, -1.2156], [-1.6908, 5.4727, 0.4149], [0.9668, 4.2748, -1.7280], [1.0469, 2.4523, -1.4470], [-1.2169, 3.8901, -3.0137], [-0.0319, 2.9620, -3.7657], [-1.0192, 1.0634, -2.9272], [-4.0135, -0.5606, -0.1593], [-3.6317, -0.3043, 1.5581], [-2.2720, 0.7980, 1.9586], [-4.2638, -0.9940, 2.6228], [-3.7651, -0.8763, 3.9096], [-3.3417, -0.7168, 4.9732], [-5.3614, -1.8687, 2.4352], [-6.3432, -2.4571, 2.3799], [0.9706, 0.6327, 0.8367], [1.7851, 0.3070, 1.7182], [3.2223, 0.7556, 1.6396], [3.8665, 1.0530, 0.4362], [5.1075, 1.6256, 0.4023], [5.8555, 1.8289, 1.5473], [5.2497, 1.4755, 2.7966], [3.9417, 0.9891, 2.8073], [1.5388, -0.6310, 2.9373], [2.4518, -1.6426, 3.1728], [2.2899, -2.5347, 4.2362], [1.2068, -2.3635, 5.1442], [0.3571, -1.3003, 4.9220], [0.4820, -0.4185, 3.8552], [3.2806, 1.0017, -0.5198], [5.3339, 1.9342, -0.6088], [6.8144, 2.2509, 1.5026], [5.7993, 1.6477, 3.7155], [3.4561, 0.8809, 3.7333], [3.3768, -1.8743, 2.5938], [2.8847, -3.3998, 4.2746], [1.0875, -3.0949, 5.9076], [-0.3883, -1.0131, 5.7002], [-0.1352, 0.4573, 3.7378]], "forces_ev_per_a": [[-0.23, 0.06, -0.10], [-0.47, 0.74, -0.63], [-0.80, 0.49, 0.97], [1.66, -1.21, -0.77], [-0.49, -0.12, -0.13], [-0.65, 0.82, -0.20], [-0.25, -0.30, 0.10], [-0.17, -0.71, 1.33], [0.85, 0.88, -2.33], [0.35, -1.07, 0.64], [0.83, 0.95, -0.24], [-0.96, 0.10, 0.11], [-0.61, -0.11, -0.74], [0.15, -0.11, 0.42], [0.54, 0.37, -0.66], [0.29, -0.60, 0.65], [-0.28, 0.72, -1.37], [0.30, -0.50, 3.07], [-0.88, 0.40, -1.46], [-0.49, -0.40, 0.02], [0.12, -0.87, 0.82], [0.14, 0.19, -0.21], [-0.27, 0.42, 0.40], [-0.14, 0.37, 0.09], [0.58, -0.18, 0.23], [-0.27, -0.02, 0.06], [-0.08, -0.49, 0.85], [0.11, 0.19, -0.43], [0.51, 0.11, 0.15], [0.03, -0.37, -0.57], [0.32, -0.08, -0.28], [-0.27, -0.47, -1.30], [-0.49, 1.04, 0.61], [0.44, 0.42, -1.22], [1.25, 0.58, -0.86], [-0.53, 1.62, 0.10], [-0.14, -0.16, -0.53], [0.87, 1.80, 1.37], [0.39, -0.81, 0.74], [-0.30, 1.00, 0.53], [-0.04, 0.29, -0.05], [-0.13, -0.52, 0.77], [-0.94, -0.25, 0.17], [1.14, 0.40, 0.31], [-0.89, -1.28, 0.95], [-0.06, 0.50, -0.11], [0.09, -0.85, 0.07], [-0.06, -0.38, 0.30], [0.07, -0.93, -0.19], [-0.84, -1.69, -0.41], [-0.18, 0.34, -0.52], [-0.56, 0.80, 0.14], [0.48, -0.21, -0.27], [0.90, -1.25, -0.69], [0.26, 0.10, 1.65], [-0.12, -0.67, -0.54], [-1.13, -0.20, 0.44], [0.69, 0.62, -2.42], [0.59, 0.49, 1.64], [-0.05, -0.20, -0.07], [0.09, 0.77, -0.03], [-0.59, -0.76, -0.15], [-0.09, 0.50, -0.69], [0.41, -1.20, 1.19], [0.49, 0.35, -0.12], [-2.21, -0.08, -0.44], [0.05, 0.07, -0.67], [-1.86, -0.98, 1.39], [0.45, 0.45, -1.72], [0.97, 0.50, -0.58], [-0.38, 1.27, -0.45], [1.04, -1.59, 0.42], [-2.27, 1.23, 0.30], [1.64, 0.04, -2.06], [-1.18, 1.25, 1.59], [1.58, -0.64, -0.83], [0.51, -0.20, 1.06], [1.04, 0.20, 0.13], [1.17, 0.52, 0.04], [-0.15, -0.03, -0.01], [-0.48, -0.40, 1.09], [-1.06, 0.74, -0.11], [0.93, -0.87, 0.30], [-0.30, -0.18, 0.70], [0.34, -0.61, -0.80], [-0.31, -0.15, 0.04]], "lowdin_charge": [1.48, 0.62, -0.63, -0.11, -0.01, -0.34, -0.30, -0.16, -0.07, 0.01, -0.24, -0.01, -0.08, -0.04, -0.17, -0.01, -0.08, -0.15, 0.12, -0.22, -0.09, 0.11, 0.12, 0.14, 0.09, 0.10, 0.11, 0.11, 0.12, 0.11, 0.10, -0.25, -0.22, -0.09, -0.28, -0.47, 0.79, -0.42, -0.27, -0.10, 0.09, 0.13, 0.10, 0.14, 0.00, 0.10, 0.10, 0.05, 0.07, 0.09, 0.04, 0.08, 0.11, 0.03, 0.40, -1.06, 0.46, -0.40, -0.31, 0.14, -0.27, 0.13, -0.13, -0.33, -0.17, -0.05, -0.12, -0.08, -0.05, -0.05, -0.18, -0.07, -0.07, -0.08, -0.10, -0.03, 0.11, 0.10, 0.07, 0.09, 0.10, 0.13, 0.08, 0.09, 0.11, 0.07]}

***

Entry 2:
{"formula": "C39H34Cl2N6O4Ti", "method": "ωB97M-V/def2-TZVPD", "s2": 0.76, "charge": -1, "lumo_energy_ev": [2.4, 2.4], "homo_lumo_gap_ev": [5.83, 6.62], "multiplicity": 2, "homo_energy_ev": [-3.43, -4.22], "elements": ["Ti", "O", "C", "C", "C", "C", "C", "C", "C", "O", "N", "N", "C", "C", "C", "C", "C", "C", "C", "O", "H", "H", "H", "H", "H", "H", "H", "H", "H", "H", "C", "N", "C", "C", "C", "C", "C", "C", "C", "N", "C", "C", "C", "C", "C", "C", "N", "C", "C", "H", "H", "H", "H", "H", "H", "H", "H", "H", "H", "H", "H", "H", "H", "H", "H", "H", "H", "H", "H", "Cl", "C", "C", "C", "Cl", "C", "C", "C", "C", "N", "C", "C", "O", "H", "H", "H", "H"], "coordinates": [[-0.3287, 0.2261, 0.2379], [-3.5504, 2.6186, -1.7797], [-2.7095, 3.6171, -2.1758], [-3.2387, 4.7388, -2.8128], [-2.4203, 5.7675, -3.2417], [-1.0539, 5.6855, -3.0232], [-0.5271, 4.5773, -2.3836], [-1.3273, 3.5162, -1.9523], [-0.6698, 2.3462, -1.2973], [-1.3329, 1.2709, -0.9912], [0.5979, 2.4652, -1.0554], [1.2112, 1.2866, -0.6471], [1.8946, 1.2971, 0.4818], [1.6718, 2.2688, 1.5521], [2.7029, 2.9160, 2.2276], [2.4346, 3.8401, 3.2237], [1.1067, 4.1208, 3.5468], [0.0678, 3.4596, 2.9187], [0.3216, 2.4861, 1.9364], [-0.6436, 1.7724, 1.4131], [-4.4493, 2.8808, -1.9916], [-4.3130, 4.7944, -2.9661], [-2.8514, 6.6336, -3.7299], [-0.3989, 6.4842, -3.3512], [0.5343, 4.4902, -2.1968], [2.6840, 0.5666, 0.5578], [3.7296, 2.6996, 1.9455], [3.2431, 4.3454, 3.7398], [0.8872, 4.8597, 4.3107], [-0.9649, 3.6683, 3.1754], [-3.3761, -0.3419, -0.1545], [-2.2483, -0.6723, 0.7471], [-2.6611, -0.3283, 2.1130], [-1.9301, -2.0888, 0.5615], [-2.5910, -3.0851, 1.2553], [-2.4635, -4.4216, 0.8933], [-1.7164, -4.7304, -0.2319], [-1.0193, -3.7474, -0.9156], [-1.0276, -2.4002, -0.4940], [-0.3200, -1.3725, -1.0565], [0.6161, -1.6470, -2.0831], [1.5107, -2.7104, -1.9721], [2.5078, -2.9551, -2.9063], [2.6539, -2.1054, -3.9857], [1.7525, -1.0632, -4.1518], [0.7016, -0.8491, -3.2605], [-0.2517, 0.1452, -3.5248], [0.0848, 1.1271, -4.5229], [-1.6235, -0.3178, -3.6723], [-4.2700, -0.8882, 0.1628], [-3.5578, 0.7274, -0.1289], [-3.1251, -0.6197, -1.1738], [-3.6571, -0.7252, 2.3375], [-1.9553, -0.7300, 2.8165], [-2.6770, 0.7520, 2.2139], [-3.2249, -2.8256, 2.0942], [-2.9657, -5.1945, 1.4635], [-1.6699, -5.7538, -0.5870], [-0.4515, -4.0201, -1.7938], [1.4540, -3.3298, -1.0891], [3.1809, -3.7959, -2.7717], [3.4482, -2.2573, -4.7076], [1.8582, -0.4216, -5.0177], [0.0857, 0.7200, -5.5492], [-0.6565, 1.9274, -4.4835], [1.0615, 1.5633, -4.3077], [-1.8177, -0.6548, -4.7043], [-1.8113, -1.1480, -2.9999], [-2.3119, 0.4934, -3.4230], [-0.2057, -0.5223, 4.6658], [0.8902, -1.5795, 3.8244], [1.5977, -2.4796, 4.6301], [2.5787, -3.2604, 4.1030], [3.4278, -4.3754, 5.1476], [2.9626, -3.1170, 2.7562], [4.0601, -3.7823, 2.1765], [4.4234, -3.4851, 0.8948], [3.6778, -2.5353, 0.1836], [2.6129, -1.9436, 0.6680], [2.2343, -2.2058, 1.9350], [1.0874, -1.4616, 2.4446], [0.3797, -0.7059, 1.6670], [1.3712, -2.5314, 5.6852], [4.6186, -4.4965, 2.7654], [5.2755, -3.9699, 0.4344], [3.9472, -2.2606, -0.8311]], "forces_ev_per_a": [[0.26, -0.03, -0.40], [0.13, -0.12, 0.10], [0.17, 0.00, -0.02], [-0.01, 0.01, -0.01], [-0.06, 0.00, 0.06], [0.15, 0.09, -0.02], [-0.10, -0.05, -0.04], [-0.23, -0.04, -0.04], [0.38, -0.26, 0.01], [-0.93, 1.61, -1.54], [-0.07, 0.66, -0.22], [0.44, 0.37, -0.24], [-0.41, 0.51, -0.44], [-0.05, 0.10, 0.04], [0.02, -0.04, -0.03], [0.06, 0.06, 0.03], [0.01, -0.06, -0.06], [-0.03, 0.06, 0.04], [0.11, 0.01, 0.13], [0.08, 0.71, 0.50], [-0.12, 0.06, -0.05], [0.02, -0.01, -0.01], [0.01, -0.04, -0.01], [-0.02, -0.04, 0.03], [-0.01, 0.02, -0.02], [-0.08, -0.41, 0.14], [-0.04, 0.01, 0.02], [-0.04, -0.03, -0.05], [-0.01, -0.04, -0.02], [0.03, -0.05, 0.01], [0.06, 0.02, -0.10], [-0.60, -0.49, 0.04], [-0.19, -0.06, -0.01], [-0.18, -0.21, -0.16], [0.05, 0.07, 0.08], [-0.04, -0.08, 0.06], [0.00, 0.06, 0.01], [-0.07, -0.04, 0.02], [-0.25, -0.28, -0.08], [0.12, -0.64, -0.63], [-0.17, -0.12, -0.20], [0.07, 0.10, -0.02], [0.01, -0.07, -0.02], [0.02, 0.01, 0.00], [0.11, -0.08, -0.08], [-0.04, -0.12, 0.17], [-0.13, 0.06, 0.07], [-0.03, 0.12, 0.10], [0.13, 0.10, 0.07], [0.00, -0.07, 0.04], [0.04, 0.08, 0.00], [0.06, 0.04, -0.02], [-0.02, -0.01, -0.05], [0.24, -0.08, 0.21], [0.01, 0.10, -0.04], [-0.02, 0.04, -0.04], [0.01, 0.05, -0.05], [0.04, 0.00, 0.01], [-0.05, -0.01, 0.05], [-0.01, 0.02, -0.07], [-0.02, 0.04, 0.03], [-0.03, 0.01, 0.00], [-0.05, -0.06, 0.06], [0.01, 0.02, -0.02], [-0.01, 0.02, 0.00], [-0.04, -0.01, -0.02], [0.01, 0.00, 0.00], [-0.01, -0.03, 0.09], [0.00, -0.03, 0.00], [-0.12, 0.05, -0.15], [-0.02, 0.16, -0.12], [0.11, -0.06, -0.07], [0.00, -0.02, 0.25], [0.01, -0.03, 0.00], [-0.17, 0.17, -0.26], [0.01, 0.04, -0.02], [0.16, -0.15, 0.05], [-0.14, 0.20, -0.03], [0.12, 0.10, 0.05], [-0.04, -0.10, 0.12], [-0.03, 0.18, 0.03], [1.42, -2.08, 2.69], [-0.05, -0.01, 0.00], [-0.01, -0.02, 0.01], [-0.02, 0.04, -0.02], [0.04, -0.05, 0.05]], "lowdin_charge": [1.04, 0.05, -0.25, -0.04, -0.10, -0.10, -0.02, -0.05, -0.42, -0.17, 0.09, -0.06, -0.11, -0.15, -0.05, -0.13, -0.11, -0.02, -0.33, -0.16, 0.10, 0.11, 0.10, 0.09, 0.11, 0.11, 0.11, 0.09, 0.09, 0.11, -0.04, -0.25, -0.08, -0.20, -0.04, -0.12, -0.11, -0.03, -0.24, -0.02, -0.19, -0.08, -0.12, -0.11, -0.04, -0.18, -0.18, -0.10, -0.06, 0.10, 0.08, 0.08, 0.09, 0.03, 0.09, 0.10, 0.09, 0.09, 0.10, 0.10, 0.10, 0.09, 0.09, 0.08, 0.08, 0.09, 0.09, 0.07, 0.08, 0.72, -0.55, -0.15, -0.62, 0.65, -0.18, -0.04, -0.05, -0.14, 0.14, -0.11, -0.29, -0.18, 0.10, 0.08, 0.10, 0.10]}

***

One value per record, in order, for F_max: 3.12, 3.68 eV/A.
One value per record, in order, for electronic energy: -161861.613, -106290.247 eV.
One value per record, in order, for relative energy (zero: lowest compared OMol25 entry of this formula, charge and spin): 172.9, 307.5 kJ/mol.